(1)
Below is a structure of composition C35H32NO6OsP2S, with properties calculated with ωB97M-V with the def2-TZVPD basis set.

Structure (XYZ):
```
78
Properties=species:S:1:pos:R:3:forces:R:3:lowdin_charge:R:1
Os -0.003 0.386 0.459 0.3061 -0.4567 -0.0423 1.29
S -5.842 -5.726 0.091 0.0035 0.0056 -0.0026 0.81
P -2.132 -0.555 0.414 0.0041 -0.1215 -0.1603 0.90
P -0.262 -2.810 0.420 -0.1836 -0.0546 -0.1320 1.09
O 4.009 0.072 -4.319 0.0011 -0.0174 -0.0006 0.21
O 1.887 1.199 -0.180 -0.5900 0.3530 0.1529 -0.07
O 4.445 1.590 -1.800 0.0155 -0.0163 -0.0147 0.19
O 1.349 -1.249 -4.109 0.0017 0.0224 0.0011 0.16
O 0.943 2.789 1.826 -0.0298 -0.0119 0.0938 0.09
O 0.276 -0.480 -1.374 -0.2246 0.2401 0.5448 -0.14
N -1.904 -2.178 0.178 0.0394 0.0888 0.0592 -0.42
C 3.491 0.927 -2.085 -0.0519 0.0353 0.0278 -0.23
C -1.605 1.555 -1.047 0.1469 0.0050 0.0984 -0.19
C -4.198 0.881 1.593 -0.0011 0.0146 -0.0177 -0.08
C -1.174 -4.516 2.599 -0.0148 0.0056 -0.0022 -0.09
C 2.270 0.669 -1.270 0.0151 -0.5091 -0.2542 -0.27
C -7.085 -4.452 0.381 0.0114 -0.0040 0.0021 -0.41
C 1.408 -0.210 -1.932 0.5311 0.0983 -0.0667 -0.25
C -0.609 -4.349 1.331 -0.0196 0.0253 -0.0012 -0.37
C 0.308 -1.564 1.674 0.1157 0.0567 -0.1054 -0.48
C 1.584 -1.012 1.399 0.0951 0.0539 0.1451 -0.21
C -1.457 -5.781 3.080 -0.0066 0.0038 0.0153 -0.06
C -2.362 2.207 -3.203 0.0089 0.0521 -0.0321 -0.03
C -3.256 1.145 -3.203 0.0164 -0.0059 0.0023 -0.03
C -2.478 0.457 -1.044 -0.2264 0.1003 0.0363 -0.33
C 0.553 -0.772 3.962 0.0570 0.0541 0.0214 -0.05
C -1.523 2.426 -2.117 -0.0419 0.0025 -0.0536 -0.03
C -4.787 -1.114 3.440 0.0120 -0.0096 -0.0039 -0.05
C -0.623 -6.756 1.048 0.0005 -0.0079 0.0009 -0.06
C -0.329 -5.486 0.570 0.0184 0.0081 0.0098 -0.11
C 0.124 1.931 1.839 0.1024 0.1382 -0.1813 -0.49
C 2.360 -0.385 2.426 -0.0025 -0.0676 -0.1702 -0.04
C -0.998 1.903 2.889 0.0088 -0.0671 0.0975 -0.03
C -5.197 1.079 2.533 -0.0018 0.0093 -0.0011 -0.05
C 1.885 -0.568 -3.281 -0.0364 0.0229 0.0064 -0.25
C -5.490 0.084 3.456 -0.0030 0.0055 0.0074 -0.05
C -2.764 -3.036 -0.669 0.0192 -0.0016 0.0198 -0.23
C -3.784 -1.316 2.504 -0.0157 -0.0066 0.0323 -0.10
C -4.601 -4.756 -0.790 0.0083 0.0054 -0.0064 -0.52
C -0.209 -1.363 3.001 -0.0319 0.0302 -0.0696 -0.12
C -1.190 -6.903 2.303 0.0037 -0.0018 -0.0048 -0.06
C 3.271 0.116 -3.387 -0.0165 0.0362 -0.0047 -0.21
C 1.861 -0.289 3.683 -0.0892 -0.0142 0.0817 -0.04
C -3.321 0.265 -2.129 0.0807 -0.0468 0.0092 -0.04
C -3.863 -3.761 0.095 0.0380 0.0187 0.0158 -0.26
C -3.487 -0.319 1.577 0.0210 0.0088 -0.0335 -0.32
H -3.254 -2.260 2.474 -0.0104 -0.0026 -0.0164 0.08
H -1.549 0.972 2.957 0.0180 0.0348 -0.0064 0.03
H -4.018 -0.560 -2.151 -0.0079 0.0028 -0.0038 0.11
H -5.752 2.007 2.540 -0.0014 -0.0004 -0.0017 0.12
H -1.891 -5.897 4.065 -0.0016 -0.0028 -0.0001 0.11
H -3.422 -4.296 0.939 0.0009 -0.0013 0.0073 0.10
H -2.324 2.878 -4.050 -0.0045 -0.0054 -0.0063 0.12
H -6.732 -3.681 1.065 -0.0043 0.0021 -0.0023 0.02
H 0.125 -5.373 -0.408 -0.0017 0.0018 -0.0041 0.10
H 2.444 0.163 4.474 0.0022 0.0011 0.0007 0.12
H -0.547 2.151 3.850 -0.0067 0.0070 0.0034 0.10
H -1.210 -1.693 3.239 0.0388 0.0086 0.0070 0.08
H -3.983 1.656 0.867 0.0000 -0.0069 -0.0059 0.11
H -7.942 -4.946 0.834 -0.0016 0.0003 0.0005 0.03
H -1.421 -7.889 2.681 0.0000 -0.0003 0.0027 0.11
H -1.397 -3.666 3.227 -0.0064 0.0062 -0.0049 0.08
H -1.685 2.703 2.603 -0.0041 -0.0003 -0.0102 0.10
H -6.273 0.240 4.186 -0.0010 -0.0005 -0.0008 0.12
H -4.568 -3.034 0.503 -0.0221 0.0229 0.0151 0.09
H 3.342 -0.006 2.180 -0.0014 -0.0011 -0.0052 0.13
H -0.847 3.270 -2.096 0.0234 -0.0202 -0.0052 0.13
H -1.068 1.915 -0.108 -0.0742 -0.1353 -0.0581 0.08
H -3.908 0.997 -4.053 -0.0055 0.0002 0.0031 0.12
H -3.176 -2.443 -1.487 -0.0199 0.0072 -0.0019 0.10
H 2.089 -1.318 0.487 0.0132 0.0164 -0.0179 0.11
H -0.404 -7.625 0.443 -0.0001 -0.0005 -0.0010 0.11
H -2.106 -3.770 -1.146 -0.0055 0.0028 -0.0071 0.11
H -3.900 -5.486 -1.201 -0.0044 -0.0106 0.0046 0.08
H 0.154 -0.663 4.963 -0.0060 -0.0110 0.0005 0.13
H -7.402 -4.001 -0.559 -0.0016 0.0000 -0.0036 0.04
H -5.077 -4.257 -1.639 0.0032 0.0021 -0.0026 0.08
H -5.026 -1.894 4.150 -0.0018 0.0026 0.0008 0.12
```
Positions in Å, forces in eV/Å.

Output
total energy: -3030.3537 Ha
orbital gap (alpha / beta): 0.17758 / 0.17786 hartree
total charge: +1
energy above the lowest of the compared OMol25 structures with the same formula, charge and spin: 371.84 kJ/mol

***

(2)
Below is the ion C22H17F4N2 with charge +1 in a non-equilibrium geometry, with properties calculated with ωB97M-V with the def2-TZVPD basis set.

Structure (XYZ):
```
45
Properties=species:S:1:pos:R:3:forces:R:3:nbo_charge:R:1
F -2.567 3.507 -1.892 0.3378 -1.5674 0.2696 -0.32
F -4.000 -1.027 -1.885 1.2683 1.0418 -0.1498 -0.32
F 5.273 -0.916 -1.841 -1.3446 1.0390 -0.0896 -0.31
F 3.663 3.548 -2.194 -0.4219 -1.6971 -0.1075 -0.31
N 0.798 0.055 0.837 -0.2094 0.2585 1.2508 -0.37
N 0.085 0.398 2.870 -1.0925 -0.9841 0.5033 -0.51
C -3.158 -3.268 1.526 -0.0109 0.1077 -0.0680 -0.15
C -3.000 -0.079 -1.784 -0.1104 -0.7110 -0.1156 0.43
C 2.940 -0.476 -1.566 0.3347 0.4044 0.6556 -0.29
C 1.888 0.793 1.499 0.8790 0.2154 -0.4796 -0.23
C -2.308 2.164 -1.710 0.3652 0.7482 -0.2726 0.41
C -3.336 1.257 -1.920 -0.1853 0.1012 0.2816 -0.33
C 0.676 -0.049 -0.606 -1.4018 -1.2677 -2.3520 -0.08
C -1.974 -3.416 0.800 0.0189 0.1728 0.0829 -0.19
C -3.346 -2.159 2.351 0.1788 0.3505 -0.0214 -0.21
C -1.195 -1.290 1.650 -0.2107 -0.5067 0.1779 -0.17
C 4.230 -0.011 -1.814 0.6843 -0.5816 -0.3782 0.42
C -2.371 -1.162 2.416 0.1483 -0.2837 -0.4920 -0.11
C 4.519 1.333 -2.025 -0.0036 0.1276 0.3069 -0.33
C -0.137 -0.289 1.759 0.8779 0.8002 -0.5124 0.58
C -0.963 -2.464 0.908 -0.3029 0.1859 0.1136 -0.16
C -0.701 0.426 -1.167 -0.2419 0.2607 -0.3191 -0.02
C 2.109 1.762 -1.830 0.4589 0.3168 0.4359 -0.30
C 1.289 1.182 2.824 -0.1180 1.1482 0.6007 -0.23
C 1.905 0.455 -1.356 0.5969 -0.1702 -0.7278 0.01
C 3.426 2.197 -2.028 0.0973 0.5642 -0.2457 0.43
C -1.690 -0.506 -1.537 -0.0524 -0.0748 0.3323 -0.29
C -1.010 1.778 -1.343 -0.5015 0.4167 0.1626 -0.26
H -1.450 -1.560 -1.654 -0.1945 0.1344 0.4276 0.24
H 2.196 1.670 0.930 -0.2261 -0.0849 -0.0957 0.24
H -2.525 -0.282 3.035 -0.1326 -0.1180 -0.1697 0.21
H -3.945 -4.019 1.453 0.2619 0.2194 -0.0300 0.24
H 0.658 -1.128 -0.762 0.0989 -0.0040 -0.5030 0.22
H 0.009 -2.653 0.450 -0.3612 0.1703 -0.0296 0.22
H 5.544 1.696 -2.161 -0.5165 -0.2006 0.0315 0.27
H -4.355 1.575 -2.152 0.4083 -0.1021 0.0801 0.27
H 2.745 -1.541 -1.532 0.1720 0.0097 0.4783 0.24
H -0.251 2.548 -1.258 -0.4617 -0.0216 0.4224 0.22
H 1.918 0.974 3.687 0.0660 -0.0572 -0.1078 0.24
H -1.855 -4.253 0.117 0.0891 -0.0049 0.3292 0.24
H -0.582 0.409 3.637 0.5220 -0.2579 -0.1887 0.44
H 1.298 2.432 -2.097 0.3570 0.0615 0.6063 0.24
H 2.803 0.190 1.614 -0.4738 -0.1769 -0.1254 0.23
H 1.017 2.237 2.837 0.0997 0.1138 0.1268 0.22
H -4.270 -2.039 2.913 0.2529 -0.0963 -0.0947 0.24
```
Positions in Å, forces in eV/Å.

Output
total energy: -1357.2661 Ha
orbital gap: 0.31020 hartree
total charge: +1
SMILES: Fc1cc(F)cc(C(c2cc(F)cc(F)c2)N2CC[NH+]=C2c2ccccc2)c1
energy above the lowest of the compared OMol25 structures with the same formula, charge and spin: 44.07 kJ/mol

***

(3)
Below is a cluster of 2 separate species, C6H14N2O4Si in total in a non-equilibrium geometry, with properties calculated with ωB97M-V with the def2-TZVPD basis set.

Structure (XYZ):
```
27
Properties=species:S:1:pos:R:3:forces:R:3:nbo_charge:R:1
Si 1.871 0.099 0.040 0.3313 1.5328 -0.7699 1.70
O -0.566 -1.758 2.402 -0.6981 -0.4021 1.1905 -0.22
O -2.109 -0.245 0.463 1.2235 -0.7587 0.4285 -0.55
O 0.013 -2.683 0.520 -0.2779 -1.6914 -0.5528 -0.25
O -1.147 1.415 -0.686 1.3425 -1.3988 0.2482 -0.65
N 0.171 -0.151 0.495 -1.7980 -1.5922 0.2450 -0.86
N -0.277 -1.872 1.293 1.8502 4.1323 -1.7122 0.73
C -0.997 0.377 -0.041 -0.5360 1.4586 1.2061 0.87
C 2.005 -0.063 -1.890 -1.4232 -0.6092 1.2126 -1.10
C -4.009 0.013 -0.918 1.9807 1.1557 -0.1440 -0.64
C 2.930 -1.240 0.917 -1.5308 3.1019 0.5249 -1.08
C 2.327 1.983 0.585 0.1127 -2.4485 2.8444 -1.05
C -3.328 0.471 0.361 -1.7492 -2.0952 0.1838 -0.06
H 2.210 0.816 -2.442 0.9301 1.0576 -0.1840 0.24
H 1.719 2.608 0.000 -0.8362 0.9739 -0.7369 0.24
H 2.016 2.092 1.725 0.5275 -0.1493 -2.3089 0.23
H 1.077 -0.374 -2.407 0.1338 -0.2991 0.7417 0.25
H -5.016 0.341 -0.988 -0.8863 -0.1161 -0.2356 0.21
H 3.928 -1.063 0.603 1.0313 -0.1697 0.0823 0.24
H 2.570 -2.176 0.731 -0.6007 -2.7184 -1.2160 0.23
H -4.017 0.139 1.181 1.1858 0.5234 -0.0790 0.18
H -3.756 -0.999 -1.147 -0.7645 -1.1095 0.4800 0.22
H -3.379 0.480 -1.647 -0.1773 0.7972 -1.1107 0.22
H -3.094 1.503 0.361 -0.1957 1.0710 0.1664 0.21
H 2.724 -0.843 -2.024 0.6944 -0.3613 -0.5870 0.23
H 3.386 2.294 0.527 -0.4643 -0.3867 -0.1872 0.23
H 2.748 -1.162 1.987 0.5942 0.5019 0.2699 0.24
```
Positions in Å, forces in eV/Å.

Output
total energy: -936.8475 Ha
orbital gap (alpha / beta): 0.32077 / 0.32074 hartree
energy above the lowest of the compared OMol25 structures with the same formula, charge and spin: 470.02 kJ/mol

***

(4)
Below is a structure of composition C9H20PS2 in a non-equilibrium geometry, with properties calculated with ωB97M-V with the def2-TZVPD basis set.

Structure (XYZ):
```
32
Properties=species:S:1:pos:R:3:forces:R:3:nbo_charge:R:1
S 0.533 -1.776 0.183 -1.4014 2.5331 -1.3885 0.10
S 0.094 1.675 0.041 0.6993 0.1950 0.4515 0.28
P -2.332 -0.025 0.168 -1.2516 -0.3410 -1.9494 1.50
C 2.655 2.565 0.582 0.5984 0.7002 1.7084 -0.64
C -0.656 0.174 -0.422 2.0752 -2.7342 0.7179 -0.76
C 2.587 0.016 0.123 0.1214 1.5765 1.3056 -0.42
C 1.935 1.505 -0.162 0.0908 -3.3647 0.7675 -0.29
C -3.258 1.115 -1.014 -0.9316 -1.8160 0.9502 -0.93
C 3.039 -2.393 -0.430 0.4101 1.3973 -2.4332 -0.61
C -2.933 0.399 1.865 -1.2290 -0.9949 -0.1757 -0.96
C 2.057 -1.203 -0.676 1.3020 -0.1199 1.7981 -0.35
C -2.879 -1.733 -0.351 0.4475 0.1002 2.9286 -0.94
H 2.908 3.479 0.012 -0.5766 -0.4713 0.1061 0.24
H -3.250 2.083 -0.454 0.1434 -0.3028 -1.4513 0.27
H -4.312 0.691 -0.942 1.0382 0.7869 -0.1127 0.25
H 4.061 -2.063 -0.735 -0.5984 -0.0972 0.5091 0.23
H -2.943 0.935 -2.105 -0.1088 0.9835 1.8452 0.28
H -3.911 -1.546 -0.618 -0.0364 -0.5596 -0.9164 0.26
H -2.944 -2.381 0.577 0.0941 0.8159 -0.7237 0.27
H -2.148 -2.294 -0.946 -0.5439 0.6577 -0.5700 0.30
H 3.654 2.084 0.794 -1.0390 0.9249 0.5545 0.24
H -2.351 1.153 2.408 -0.0484 -0.3970 -0.2002 0.30
H 2.037 2.857 1.496 1.4086 -0.3245 -0.7987 0.23
H 2.175 1.601 -1.143 0.0872 0.5902 -3.2706 0.20
H 2.300 -0.215 1.169 0.6531 0.1492 -0.3104 0.22
H 2.026 -1.013 -1.729 -0.7123 0.0879 -0.6851 0.22
H -3.119 -0.556 2.420 0.9753 0.7466 -0.2098 0.28
H 2.833 -3.220 -1.109 -0.3280 -0.1825 0.4081 0.23
H -0.619 -0.171 -1.472 -0.1883 0.4161 0.4523 0.26
H 3.002 -2.632 0.588 0.2347 -0.7487 1.4580 0.22
H 3.772 0.167 0.109 -2.5917 -0.4090 -0.3921 0.24
H -4.012 0.723 1.774 1.2058 0.2022 -0.3735 0.28
```
Positions in Å, forces in eV/Å.

Output
total energy: -1492.3166 Ha
orbital gap: 0.29579 hartree
total charge: +1
energy above the lowest of the compared OMol25 structures with the same formula, charge and spin: 88.26 kJ/mol